Entry 1:
The following is a DFT calculation (the ωB97M-V functional and the def2-TZVPD basis) of C37H28CrN10O5S2Se2 as an isolated structure.

The geometry in XYZ format:
```
85
Properties=species:S:1:pos:R:3:mulliken_charge:R:1
Cr -1.35 0.69 1.03 0.93
N 1.68 2.27 -3.52 -0.05
C 2.96 1.83 -3.89 -0.16
C 3.53 2.25 -5.07 -0.63
C 4.80 1.82 -5.45 -0.55
C 5.50 0.95 -4.63 -0.68
C 4.93 0.52 -3.44 -0.56
C 3.67 0.96 -3.06 0.76
S 2.99 0.44 -1.51 -0.21
N 1.43 1.07 -1.51 0.01
C 0.98 1.84 -2.41 0.01
C -0.42 2.36 -2.30 1.19
C -1.13 2.65 -3.46 -1.07
C -2.40 3.21 -3.37 -0.82
C -2.89 3.51 -2.12 -1.19
C -2.11 3.17 -1.01 0.18
N -0.93 2.56 -1.08 0.29
H 1.26 2.98 -4.10 0.24
H 2.97 2.93 -5.71 0.37
H 5.23 2.17 -6.38 0.37
H 6.48 0.61 -4.92 0.37
H 5.48 -0.15 -2.79 0.40
H -0.72 2.40 -4.43 0.46
H -2.98 3.40 -4.26 0.43
H -3.86 3.96 -1.97 0.45
H -2.48 3.39 -0.01 0.46
Se -6.41 0.23 -4.58 0.12
N -4.72 -0.33 -4.42 -0.94
C -4.36 -0.10 -3.20 1.08
C -3.03 -0.44 -2.67 0.67
C -2.08 -1.16 -3.39 -0.83
C -0.89 -1.48 -2.77 -0.97
C -0.66 -1.03 -1.47 -0.54
N -1.54 -0.29 -0.81 0.56
C -2.73 -0.05 -1.38 0.04
C -3.73 0.60 -0.50 -0.43
N -3.30 0.82 0.73 0.71
C -4.14 1.47 1.69 -0.47
C -5.57 1.53 1.30 -1.27
C -5.96 1.28 0.04 -1.19
C -5.02 0.83 -0.95 0.46
C -5.35 0.53 -2.31 1.10
N -6.51 0.78 -2.87 -0.95
H -2.30 -1.48 -4.40 0.53
H -0.14 -2.08 -3.27 0.49
H 0.25 -1.27 -0.94 0.19
H -3.98 1.01 2.67 0.54
H -6.28 1.80 2.07 0.45
H -7.00 1.36 -0.24 0.51
O -3.69 2.89 1.84 -0.31
S -2.37 3.16 2.72 1.13
O -2.78 3.48 4.06 -0.71
O -1.62 1.86 2.67 -0.50
O -1.69 4.20 1.98 -0.64
C 0.28 -6.83 3.54 -1.35
C 1.28 -5.73 3.74 0.64
C 2.64 -5.99 3.85 -0.69
C 3.57 -4.96 4.02 -0.78
C 3.14 -3.64 4.11 0.44
N 4.12 -2.63 4.28 -0.07
C 4.14 -1.33 3.80 0.36
O 4.94 -0.52 4.22 -0.72
N 3.22 -1.08 2.83 -0.14
C 2.67 0.16 2.46 -0.14
C 3.09 1.41 2.88 -0.43
C 2.32 2.50 2.49 -1.28
C 1.17 2.31 1.76 -0.44
N 0.77 1.09 1.37 1.16
C 1.54 0.06 1.67 -0.60
C 1.78 -3.37 4.05 -0.22
C 0.87 -4.40 3.85 -0.65
H 0.77 -7.79 3.36 0.33
H -0.36 -6.62 2.68 0.32
H -0.37 -6.94 4.40 0.30
H 3.00 -7.01 3.78 0.28
H 4.63 -5.19 4.06 0.37
H 4.95 -2.87 4.80 0.27
H 2.66 -1.87 2.53 0.22
H 3.97 1.51 3.50 0.53
H 2.60 3.50 2.79 0.45
H 0.51 3.14 1.51 0.44
H 1.20 -0.91 1.33 0.21
H 1.38 -2.37 4.18 0.63
H -0.18 -4.14 3.78 0.44
Se -1.34 -1.39 2.13 -0.70
```

Properties
<S²>: 3.9545
energy above the lowest of the compared OMol25 structures with the same formula, charge and spin: 0.57 kJ/mol
total charge: -1
multiplicity: 4

Entry 2:
The following is a DFT calculation (the ωB97M-V functional and the def2-TZVPD basis) of C37H28IrN2O4P2Te as an isolated structure.

The geometry in XYZ format:
```
75
Properties=species:S:1:pos:R:3:mulliken_charge:R:1
Ir -0.10 0.18 -0.45 0.91
O 2.50 -3.17 0.44 -0.43
C 1.88 -2.02 0.29 0.20
O 1.40 -1.62 -0.76 -0.60
C 1.82 -1.16 1.49 0.59
C 2.58 -1.29 2.63 -0.65
C 2.50 -0.28 3.59 -0.38
C 1.70 0.82 3.36 -0.65
C 0.96 0.87 2.19 0.86
N 1.00 -0.11 1.31 -0.09
C 0.10 2.03 1.75 -0.07
O -0.23 2.89 2.53 -0.61
O -0.20 1.98 0.48 -0.70
H 2.55 -3.62 -0.42 0.43
H 3.23 -2.15 2.75 0.53
H 3.09 -0.35 4.50 0.47
H 1.63 1.64 4.06 0.52
Te -2.82 0.23 -4.76 0.46
C -4.92 0.11 -4.46 0.08
C -5.48 -0.94 -3.76 -0.01
C -6.86 -0.96 -3.58 -0.50
N -7.67 -0.01 -4.05 -0.61
C -7.12 0.99 -4.73 -0.38
C -5.75 1.10 -4.96 -0.28
C -2.32 -0.13 -2.75 -0.19
P -1.13 -1.24 -2.26 0.96
C -0.82 -2.57 -3.43 0.69
C -1.80 -3.56 -3.58 -0.23
C -1.63 -4.54 -4.53 -0.85
C -0.48 -4.56 -5.32 -0.50
C 0.50 -3.59 -5.16 -0.87
C 0.33 -2.59 -4.21 -0.39
C -1.69 -2.14 -0.76 0.38
C -2.79 -1.70 -0.02 -0.48
C -3.16 -2.38 1.14 -0.77
C -2.45 -3.49 1.56 -0.68
C -1.37 -3.95 0.82 -0.66
C -0.99 -3.28 -0.33 -0.55
P -1.85 1.17 -1.64 0.53
C -3.32 1.81 -0.83 0.73
C -3.44 1.80 0.55 -0.29
C -4.60 2.28 1.15 -0.87
C -5.64 2.75 0.36 -0.67
C -5.52 2.75 -1.03 -0.88
C -4.36 2.29 -1.63 -0.67
C -1.13 2.53 -2.61 1.16
C -1.62 3.83 -2.54 -0.63
C -1.02 4.83 -3.30 -0.75
C 0.06 4.54 -4.11 -0.60
C 0.57 3.25 -4.16 -0.73
C -0.02 2.25 -3.41 -0.67
H -4.87 -1.74 -3.36 0.35
H -7.33 -1.77 -3.05 0.38
H -7.80 1.75 -5.10 0.39
H -5.36 1.94 -5.52 0.40
H -2.68 -3.55 -2.95 0.36
H -2.39 -5.30 -4.67 0.44
H -0.35 -5.33 -6.07 0.42
H 1.40 -3.62 -5.77 0.45
H 1.09 -1.83 -4.08 0.45
H -3.38 -0.87 -0.37 0.49
H -4.02 -2.04 1.70 0.52
H -2.75 -4.01 2.46 0.44
H -0.85 -4.85 1.12 0.46
H -0.16 -3.65 -0.92 0.46
H -2.62 1.44 1.16 0.36
H -4.69 2.28 2.23 0.45
H -6.54 3.12 0.82 0.42
H -6.33 3.12 -1.64 0.45
H -4.26 2.30 -2.71 0.66
H -2.45 4.07 -1.90 0.46
H -1.40 5.84 -3.24 0.43
H 0.52 5.33 -4.69 0.41
H 1.42 3.02 -4.79 0.45
H 0.38 1.24 -3.44 0.30
```

Properties
total charge: +1
energy: -2892.03146 a.u.
multiplicity: 1

Entry 3:
The following is a DFT calculation (the ωB97M-V functional and the def2-TZVPD basis) of C37H28N5Re as an isolated structure.

The geometry in XYZ format:
```
71
Properties=species:S:1:pos:R:3:mulliken_charge:R:1
Re -0.17 -0.66 0.77 0.56
C 2.02 4.59 0.62 -0.64
C 0.98 4.10 -0.16 -0.69
C 0.32 2.93 0.21 -0.01
C 0.71 2.26 1.36 -0.55
C 1.75 2.74 2.14 0.21
C 2.41 3.91 1.76 -0.98
N -0.04 1.09 1.78 0.10
C -0.61 1.11 3.05 0.66
C -0.83 2.26 3.81 -0.52
C -1.38 2.15 5.07 -0.75
C -1.71 0.90 5.63 -0.68
C -1.51 -0.24 4.91 -0.69
C -0.98 -0.12 3.61 0.67
N -0.68 -1.18 2.77 1.05
N -0.71 -2.37 3.17 -1.18
C -0.20 -3.24 2.19 0.25
C 0.05 -4.55 2.53 -0.52
C 0.70 -5.37 1.62 -0.28
C 1.07 -4.85 0.38 -0.81
C 0.76 -3.54 0.09 0.03
N 0.13 -2.74 0.98 -0.07
H 2.53 5.50 0.33 0.47
H 0.66 4.64 -1.04 0.46
H -0.51 2.56 -0.37 0.45
H 2.04 2.22 3.04 0.54
H 3.22 4.29 2.38 0.46
H -0.59 3.23 3.40 0.55
H -1.58 3.05 5.64 0.45
H -2.12 0.85 6.63 0.44
H -1.75 -1.22 5.29 0.50
H -0.24 -4.90 3.52 0.56
H 0.93 -6.40 1.87 0.45
H 1.57 -5.45 -0.36 0.47
H 0.99 -3.10 -0.87 0.37
N 0.73 -0.32 -0.78 -0.49
C 1.33 -0.06 -1.91 -0.89
C 1.05 -0.91 -3.07 0.96
C -0.23 -1.46 -3.23 -0.08
C -0.52 -2.21 -4.35 -0.72
C 0.46 -2.44 -5.31 -0.46
C 1.74 -1.91 -5.15 -0.87
C 2.04 -1.15 -4.04 -0.34
C 2.29 1.04 -1.98 1.17
C 3.10 1.30 -0.87 -0.14
C 4.07 2.28 -0.94 -0.79
C 4.20 3.04 -2.10 -0.46
C 3.37 2.81 -3.20 -0.94
C 2.42 1.80 -3.14 -0.27
H -0.99 -1.25 -2.49 0.57
H -1.52 -2.61 -4.49 0.45
H 0.23 -3.03 -6.18 0.43
H 2.50 -2.11 -5.89 0.44
H 3.03 -0.75 -3.90 0.60
H 3.02 0.68 0.02 0.40
H 4.73 2.45 -0.10 0.47
H 4.95 3.81 -2.15 0.47
H 3.48 3.40 -4.09 0.45
H 1.77 1.63 -3.99 0.60
C -1.88 -0.66 0.39 -0.41
C -3.24 -0.67 0.00 0.54
C -4.08 0.40 0.34 -0.18
C -5.41 0.36 -0.04 -0.80
C -5.89 -0.74 -0.75 -0.37
C -5.06 -1.80 -1.09 -0.85
C -3.73 -1.78 -0.72 -0.19
H -3.68 1.24 0.89 0.58
H -6.07 1.18 0.21 0.44
H -6.93 -0.77 -1.04 0.42
H -5.45 -2.65 -1.64 0.43
H -3.06 -2.60 -0.96 0.49
```

Properties
energy above the lowest of the compared OMol25 structures with the same formula, charge and spin: 0.00 kJ/mol
total charge: +2
multiplicity: 1